1.
122
Properties=species:S:1:pos:R:3:forces:R:3 method="wB97M-V/def2-TZVPD" energy_ha=-3072.1189 total_charge=-1 multiplicity=1 homo_lumo_gap_ev=6.33 homo_ha=-0.1750
C -1.0978 -2.6669 -0.5303 -0.10 0.21 -0.10
C -0.8108 -1.1673 -0.4765 -0.21 0.06 -0.77
F -0.3960 -0.8455 0.8575 -0.05 0.04 0.10
Nb 0.8140 -0.5503 -1.9912 1.66 1.04 3.26
O 2.1559 -0.2027 -0.5115 -0.50 -1.01 -1.17
H -0.7212 -3.1149 -1.4430 0.02 -0.15 -0.14
H -2.1709 -2.8553 -0.4907 -0.19 -0.23 0.16
H -0.6050 -3.1470 0.3092 0.06 -0.14 0.16
H -1.7406 -0.6244 -0.6263 -0.14 0.18 0.05
H 0.1594 1.1656 -1.9944 -0.06 0.23 -0.74
H 1.9577 -0.0496 -3.3683 -0.45 0.10 -0.39
H 1.4835 -2.2666 -2.2300 0.20 -0.12 -0.58
H -0.4189 -1.0050 -3.2239 0.07 -0.34 0.11
H 2.8119 -0.9111 -0.4361 -0.06 0.25 0.22
O -2.4253 -1.8628 -4.5606 -0.05 -0.32 -0.29
C -3.1437 -0.9346 -4.7571 -0.12 -0.04 0.09
O -3.6577 -0.2085 -3.7378 -0.16 0.12 0.15
C -4.5882 0.7684 -4.2238 0.11 0.17 -0.19
C -4.2000 0.9996 -5.6830 0.12 -0.26 -0.02
C -3.6697 -0.3855 -6.0778 0.07 0.46 0.17
H -5.5948 0.3721 -4.1189 -0.08 -0.02 -0.04
H -4.4962 1.6587 -3.6079 0.04 0.00 0.07
H -5.0291 1.3540 -6.2931 -0.05 -0.06 0.03
H -3.3962 1.7343 -5.7431 0.03 -0.01 0.03
H -4.4667 -1.0438 -6.4268 0.02 -0.05 -0.02
H -2.8735 -0.3565 -6.8155 0.01 -0.13 -0.04
O -5.2201 -7.9289 0.4551 -0.07 -0.10 0.04
C -5.1277 -6.7658 0.1959 0.17 0.06 0.05
O -5.4408 -6.2677 -1.0209 -0.03 0.12 -0.05
C -5.1431 -4.8560 -1.0820 0.03 0.07 0.05
C -5.1460 -4.3911 0.3704 0.09 -0.15 0.08
C -4.6504 -5.6403 1.0992 -0.26 0.22 -0.19
H -4.1696 -4.7263 -1.5566 0.03 0.00 0.03
H -5.8977 -4.3692 -1.6931 -0.06 -0.08 -0.04
H -4.5340 -3.5065 0.5347 0.10 -0.04 -0.06
H -6.1659 -4.1632 0.6855 -0.01 -0.08 -0.03
H -3.5617 -5.6812 1.1527 0.02 -0.02 0.02
H -5.0669 -5.7554 2.0953 0.10 -0.11 0.06
O 5.2347 -2.0214 -5.5786 0.09 -0.10 -0.13
C 5.4361 -2.0771 -4.4019 -0.14 0.24 0.05
O 4.9894 -3.1047 -3.6455 0.06 -0.23 0.12
C 5.2963 -2.8843 -2.2581 0.09 0.19 0.12
C 6.4593 -1.8959 -2.2586 -0.04 0.08 -0.19
C 6.1685 -1.0806 -3.5224 0.14 -0.29 0.23
H 4.4151 -2.4687 -1.7708 -0.14 0.00 -0.05
H 5.5444 -3.8353 -1.7932 -0.06 -0.10 -0.13
H 6.5154 -1.3058 -1.3467 -0.08 0.03 0.00
H 7.4033 -2.4312 -2.3744 0.01 -0.02 0.01
H 5.4974 -0.2418 -3.3320 -0.02 0.01 -0.02
H 7.0652 -0.7251 -4.0212 -0.07 0.11 -0.10
O -6.9532 0.8305 -2.2712 -0.20 0.03 0.01
C -6.6054 0.4005 -1.2107 0.08 0.06 0.00
O -7.0184 -0.8077 -0.7559 -0.01 -0.08 0.08
C -6.5063 -1.0411 0.5700 0.09 0.03 0.08
C -5.2873 -0.1321 0.6951 -0.09 0.05 -0.09
C -5.6880 1.0444 -0.1949 0.17 -0.32 0.13
H -7.2906 -0.7886 1.2878 -0.01 0.04 0.01
H -6.2696 -2.0977 0.6660 -0.10 0.13 -0.09
H -5.0582 0.1386 1.7229 -0.05 0.02 0.02
H -4.4099 -0.6230 0.2739 0.04 -0.01 -0.01
H -6.2576 1.8039 0.3451 0.03 0.04 -0.02
H -4.8394 1.5037 -0.6890 0.03 0.21 -0.07
O 5.4174 2.7996 1.5263 0.09 0.07 -0.06
C 4.4006 2.7316 2.1514 -0.05 -0.28 0.02
O 4.2538 3.3850 3.3373 -0.11 0.07 0.07
C 2.9799 3.0541 3.9295 -0.08 -0.01 -0.10
C 2.1097 2.5843 2.7735 0.10 -0.13 -0.04
C 3.1412 1.9431 1.8415 -0.29 0.58 0.25
H 3.1364 2.2663 4.6672 0.02 -0.03 0.01
H 2.5854 3.9309 4.4341 0.07 0.06 0.00
H 1.3151 1.9122 3.0855 0.02 -0.04 0.03
H 1.6502 3.4417 2.2808 -0.01 0.02 0.00
H 3.3088 0.8933 2.0804 0.03 -0.05 -0.11
H 2.8604 2.0363 0.7995 0.18 -0.26 -0.16
O 0.9065 3.0466 6.3743 0.10 0.16 0.02
C 1.1271 1.9668 6.8379 -0.23 -0.07 0.10
O 1.5117 0.9226 6.0730 0.06 -0.10 -0.01
C 1.6025 -0.2789 6.8604 0.00 -0.03 0.12
C 1.7864 0.2033 8.2975 -0.09 0.14 -0.04
C 1.0060 1.5204 8.2853 0.33 -0.25 -0.07
H 0.6803 -0.8459 6.7250 -0.03 0.01 0.01
H 2.4347 -0.8709 6.4910 0.03 0.05 -0.09
H 1.4418 -0.5170 9.0354 -0.06 -0.02 -0.02
H 2.8413 0.4025 8.4879 0.02 -0.01 -0.01
H -0.0518 1.3763 8.5086 -0.03 0.05 0.01
H 1.4151 2.2754 8.9497 -0.12 0.10 0.01
O 3.5215 -8.5168 -4.4230 -0.03 -0.12 0.04
C 3.3956 -7.5062 -5.0507 0.14 0.19 0.03
O 3.2123 -7.5149 -6.3942 -0.03 0.07 -0.10
C 3.2007 -6.1636 -6.9040 -0.02 0.10 0.05
C 2.8334 -5.2846 -5.7148 0.05 -0.07 0.07
C 3.4408 -6.0731 -4.5556 -0.29 0.10 -0.25
H 4.1961 -5.9384 -7.2926 0.02 0.01 0.02
H 2.4844 -6.1098 -7.7196 -0.02 -0.11 -0.02
H 3.2011 -4.2649 -5.8012 0.09 -0.01 0.01
H 1.7500 -5.2428 -5.6031 -0.02 0.01 -0.01
H 4.4828 -5.7995 -4.3837 0.01 0.01 0.07
H 2.8794 -5.9673 -3.6326 0.13 -0.05 0.13
O -2.4411 3.1453 -0.7985 -0.26 -0.06 0.17
C -2.4819 4.0650 -1.5536 0.26 0.01 -0.01
O -2.6698 3.9007 -2.8878 -0.14 0.06 -0.11
C -2.5652 5.1584 -3.5703 0.02 0.06 0.04
C -2.8565 6.2175 -2.5091 0.06 -0.09 0.12
C -2.3152 5.5449 -1.2456 -0.23 0.09 -0.32
H -1.5556 5.2443 -3.9769 0.02 0.02 0.02
H -3.2766 5.1651 -4.3922 -0.03 -0.09 -0.01
H -2.4061 7.1818 -2.7338 0.07 -0.02 -0.02
H -3.9337 6.3613 -2.4179 -0.02 0.00 -0.01
H -1.2529 5.7412 -1.0963 0.02 -0.02 0.05
H -2.8613 5.8069 -0.3447 0.10 -0.05 0.11
O 4.3088 8.1482 8.7345 0.05 0.10 0.04
C 4.0302 7.3201 7.9189 -0.02 -0.18 0.08
O 3.0930 7.5276 6.9673 -0.05 -0.05 -0.11
C 2.8892 6.3290 6.1873 0.03 -0.11 0.03
C 4.1697 5.5214 6.3624 0.10 0.03 0.15
C 4.5991 5.9173 7.7757 -0.08 0.07 -0.40
H 2.0135 5.8063 6.5770 0.01 -0.02 0.02
H 2.6974 6.6139 5.1568 0.00 0.12 0.01
H 4.0228 4.4546 6.2188 -0.06 -0.01 0.03
H 4.9199 5.8528 5.6448 -0.01 -0.01 -0.05
H 4.1409 5.2867 8.5395 0.02 0.01 0.05
H 5.6756 5.9295 7.9153 0.01 0.01 0.16

***

2.
117
Properties=species:S:1:pos:R:3:forces:R:3 method="wB97M-V/def2-TZVPD" energy_ha=-3267.8744 total_charge=-2 multiplicity=1 homo_lumo_gap_ev=6.25 homo_ha=-0.0849
Tl 0.4557 2.0014 -1.5028 -0.47 0.17 0.12
C 4.2696 0.1431 -0.7518 0.02 -1.29 -0.65
C 2.7535 -0.1976 -0.8019 1.32 -0.43 -0.52
C 2.5606 -1.6294 -1.2992 -0.67 -0.83 0.07
C 1.9909 0.0632 0.4601 3.85 0.94 -0.07
C 2.5375 0.5676 1.6808 -1.00 0.24 -0.05
C 1.4096 0.6171 2.5002 0.35 -1.45 -0.34
C 1.3509 0.9659 3.9502 1.37 0.83 -0.39
C 2.5005 0.1962 4.6687 -0.14 0.20 0.30
C 1.4289 2.5223 4.0460 0.06 -0.31 1.15
N 0.3790 0.0625 1.8121 -0.36 0.71 0.29
N 0.7435 -0.1961 0.5344 -2.12 -0.62 0.52
B -0.9772 -0.4715 2.3554 -0.11 0.92 0.36
N -1.5262 -1.4659 1.3087 -0.97 1.16 0.13
N -2.3715 -0.8782 0.4010 0.03 -0.33 -0.13
C -2.4418 -1.7102 -0.6230 0.31 0.09 0.44
C -1.6198 -2.8281 -0.4195 -0.52 -0.26 -0.49
C -1.1052 -2.6500 0.8552 0.74 -1.24 -1.11
C -0.2653 -3.6350 1.6079 -0.73 -0.55 1.63
C -1.0358 -3.9303 2.9978 2.12 -0.85 -1.27
C 1.2145 -3.2834 1.7734 0.56 -0.82 -0.15
C -3.3661 -1.4612 -1.7528 -0.46 -2.28 -1.28
C -2.7319 -1.8321 -3.1102 0.14 0.29 0.79
C -4.6731 -2.2934 -1.6404 0.31 0.63 0.52
N -1.9967 0.7622 2.5522 0.60 -2.24 0.05
N -1.9129 1.7973 1.7184 0.78 0.70 0.07
C -2.9840 2.5488 1.8917 0.13 -0.47 -0.14
C -3.8466 1.8583 2.7794 -0.54 1.09 0.82
C -3.1794 0.7327 3.2382 0.27 1.28 -1.24
C -3.6895 -0.3731 4.1188 0.44 0.70 0.71
C -4.6612 0.1549 5.2056 -1.03 0.01 -0.29
C -4.5227 -1.3241 3.2878 0.46 -1.65 -0.66
C -3.1453 3.8184 1.0585 -1.89 -0.38 0.05
C -4.5010 3.7333 0.3566 -0.83 -1.29 -1.43
C -3.1829 5.1259 1.8114 2.46 1.45 0.57
H 4.7774 0.0762 -1.7356 -0.75 -0.16 0.14
H 4.8140 -0.6241 -0.1678 -0.27 0.61 0.24
H 4.4606 1.1443 -0.4394 0.11 0.71 0.76
H 2.3650 0.4077 -1.6004 -0.40 0.60 -0.51
H 3.2483 -2.3250 -0.7032 -1.21 0.66 -0.91
H 2.7944 -1.7072 -2.3824 0.37 -0.08 0.72
H 1.4505 -1.8792 -1.2110 1.45 -0.05 0.22
H 3.5542 0.8622 1.9464 -0.46 -0.10 -0.34
H 0.4559 0.5724 4.3916 -0.73 0.16 0.08
H 3.5414 0.4167 4.3115 -1.06 -0.15 0.25
H 2.2578 -0.8604 4.5366 0.41 -0.10 -0.33
H 2.4390 0.3095 5.7639 0.19 0.44 -0.25
H 2.3261 2.9196 3.5305 -0.49 -0.25 0.34
H 1.4263 2.8251 5.1087 0.46 -0.10 -0.19
H 0.5365 3.0287 3.6794 -0.02 -0.30 -0.59
H -0.7621 -0.9492 3.4544 -0.17 -0.15 -0.13
H -1.5315 -3.5984 -1.1998 0.16 0.04 1.06
H -0.2492 -4.6231 1.1071 -0.32 0.68 -0.22
H -1.0885 -3.0025 3.5004 -0.44 0.85 0.78
H -0.4831 -4.6637 3.6473 -0.35 0.58 -0.69
H -1.9969 -4.3391 2.7446 -0.57 -0.01 0.09
H 1.5003 -2.2323 2.0437 -0.39 -1.03 -0.36
H 1.7294 -3.6738 0.8579 -0.20 1.06 0.53
H 1.5514 -4.0080 2.5280 0.33 0.48 0.27
H -3.5889 -0.4405 -1.7199 -0.63 1.69 -0.04
H -2.3798 -2.8531 -3.0104 0.26 -0.23 -0.23
H -1.8705 -1.1831 -3.2480 0.05 -0.15 -0.55
H -3.4306 -1.8323 -3.9608 0.14 0.37 0.31
H -4.5502 -3.3691 -1.6703 0.55 -0.29 -0.49
H -5.3804 -1.9873 -2.4147 -0.09 -0.04 0.14
H -5.0723 -2.1560 -0.6516 -0.66 0.45 0.46
H -4.7670 2.2549 3.1768 -0.23 -0.11 -0.04
H -2.8086 -0.8043 4.6517 -0.65 -0.15 -0.58
H -5.5623 0.7095 4.7813 1.39 -0.36 0.33
H -4.1885 0.7248 5.9951 0.19 0.46 -0.06
H -5.1317 -0.6934 5.7143 0.17 -0.18 -0.05
H -5.4443 -0.8074 3.1432 -0.85 0.33 -0.52
H -4.7874 -2.2455 3.8373 0.25 0.24 -0.06
H -4.1268 -1.6249 2.2844 -0.01 0.45 0.93
H -2.4072 3.8101 0.2799 0.76 0.01 -0.13
H -5.3377 3.8068 1.0527 0.03 0.18 0.09
H -4.6202 2.7556 -0.1389 0.14 -0.06 0.44
H -4.6983 4.3805 -0.5159 0.44 0.56 0.66
H -3.8493 5.1229 2.6424 -1.12 -0.16 0.39
H -3.3423 6.0502 1.1948 -0.17 -1.02 0.23
H -2.2192 5.3354 2.3383 -0.29 -0.27 -0.52
Cl 3.5824 -1.0266 -9.4937 -0.42 -0.37 0.60
C 3.7792 -1.4154 -7.7642 0.62 0.58 0.18
C 4.8538 -0.7569 -7.1422 0.85 0.48 1.69
C 5.1468 -1.0507 -5.7962 0.95 0.92 -2.30
Cl 6.5527 -0.3435 -5.0038 -0.25 0.30 -0.48
C 4.5468 -2.0810 -5.0230 -0.96 0.15 0.11
O 4.9387 -2.3219 -3.8833 0.07 -0.67 0.75
C 3.4035 -2.6548 -5.6950 -1.28 -1.02 -0.52
C 2.5644 -3.7186 -5.0471 0.63 2.22 -2.41
O 2.7679 -4.1898 -3.9732 -0.17 -1.18 1.71
C 3.0277 -2.2974 -7.0205 1.32 0.06 0.31
H 5.4557 0.0356 -7.6467 -0.61 -0.89 0.33
H 1.6794 -4.0005 -5.6827 0.20 -0.15 0.26
H 2.2243 -2.7906 -7.4989 -0.93 -0.52 -0.25
O 0.2624 -4.9585 -2.7265 0.57 -1.05 -1.01
H 0.0603 -4.2363 -2.1548 0.12 0.93 0.53
H 1.1510 -4.8041 -3.1267 -0.53 0.16 0.46
N 0.8994 -0.4726 -5.1199 2.36 1.56 0.37
N 0.4040 -1.5445 -4.3040 2.26 0.84 2.02
H 1.9962 -0.4245 -5.0988 -2.53 -0.44 -0.19
H 0.6388 0.4209 -4.6576 -0.01 -0.90 -0.28
H 1.2027 -1.8756 -3.6720 -1.74 0.42 -1.01
H 0.2116 -2.2699 -4.9314 -0.35 -1.39 -0.89
C 3.1546 5.0235 1.0703 1.00 -1.03 0.44
C 1.8061 4.3442 0.7643 1.01 -0.39 1.07
C 0.7046 5.3061 0.9942 -1.26 1.88 -0.38
C 1.7618 3.7947 -0.6181 1.43 -2.25 0.25
H 3.1949 5.3081 2.1323 0.00 0.35 -0.18
H 3.2935 5.8873 0.4163 -0.01 0.14 0.12
H 4.0690 4.3538 0.9246 -1.32 0.58 -0.02
H 1.6565 3.5464 1.4602 0.23 -0.81 0.57
H 0.9566 6.1122 0.2689 -0.38 0.42 0.82
H 0.4179 5.6929 2.0302 0.98 -0.47 -1.22
H -0.2157 4.9276 0.5698 -0.42 -0.45 0.07
H 2.7982 3.3499 -0.8026 -1.05 0.41 -0.14
H 1.6403 4.5885 -1.2915 -0.16 1.35 -1.45